Record 1
The following is a DFT calculation (wB97M-V/def2-TZVPD) of an isolated ion of composition C14H11F3NO6S2 and charge -1.

Geometry as XYZ:
```
37
Properties=species:S:1:pos:R:3:forces:R:3:mulliken_charge:R:1
C -1.715384 0.660884 -2.735443 -0.028 0.412 0.182 -1.917
C -1.564661 -0.660840 -2.043212 -1.741 -2.972 -1.318 1.323
C -2.807827 -1.492373 -2.189920 1.499 0.973 -0.764 0.200
O -3.845475 -0.972397 -2.561124 -0.853 -0.314 0.279 -0.726
C -2.662586 -2.996099 -2.040300 -0.487 0.034 0.449 -0.515
C -1.435726 -3.475740 -2.766614 0.940 0.538 0.163 -0.552
O -0.236332 -2.700371 -2.435168 -0.298 -1.063 -0.344 -0.353
C -0.292225 -1.354516 -2.479029 -0.436 1.814 0.226 0.388
O 0.674453 -0.691134 -2.811014 -0.557 -1.219 0.261 -0.649
H -0.781431 1.223102 -2.676765 -0.151 0.097 0.196 0.410
H -1.912487 0.475546 -3.803217 -0.082 0.168 0.283 0.471
H -2.560209 1.202895 -2.291762 0.289 0.036 -0.279 0.348
H -2.637852 -3.260458 -0.973407 0.105 0.002 -0.250 0.249
H -3.539968 -3.465384 -2.499951 0.035 0.100 0.203 0.346
H -1.173989 -4.497362 -2.490572 -0.010 0.067 -0.047 0.301
H -1.592773 -3.438833 -3.856578 0.137 0.111 0.250 0.284
F -2.797309 -1.653894 1.027111 0.899 -0.366 0.510 -0.251
C -1.472772 -1.331325 1.187792 -0.187 0.184 -1.010 0.669
F -1.295274 -0.886657 2.445213 -0.214 -0.691 -0.754 -0.211
F -0.730057 -2.460998 1.017396 -0.763 0.520 0.475 -0.252
S -1.103902 -0.051639 -0.073369 1.620 0.677 -0.877 -0.021
N 0.327062 0.674359 1.027627 -0.992 0.935 1.479 -0.167
C 0.065687 1.637797 2.013443 -0.054 -1.161 -1.079 0.616
O -1.046828 1.983308 2.381469 1.215 -0.153 0.063 -0.715
C 1.401424 2.064600 2.499369 0.390 1.055 0.934 0.054
C 2.415954 1.637214 1.675017 1.470 0.531 -0.338 0.472
C 3.748608 1.970903 1.869757 -0.453 0.130 0.519 -0.678
C 4.048453 2.727536 3.004549 -0.113 -0.085 -0.069 -0.453
C 3.037492 3.148375 3.883030 0.079 -0.168 -0.135 -0.496
C 1.705675 2.826924 3.631929 -0.057 -0.337 -0.451 -0.579
S 1.828767 0.734559 0.286675 -1.996 -0.067 1.225 0.988
O 2.387752 -0.581482 0.240731 0.316 0.084 -0.161 -0.616
O 1.802329 1.562423 -0.883816 0.335 -0.071 0.134 -0.596
H 4.493314 1.626583 1.159647 0.052 0.112 0.192 0.422
H 5.082159 2.977712 3.209049 -0.031 0.073 0.056 0.372
H 3.300580 3.721755 4.771519 -0.042 -0.116 -0.221 0.362
H 0.885341 3.115025 4.279938 0.162 0.136 0.022 0.474
```
Positions in Å, forces in eV/Å.

For the highest occupied orbital energy, the calculation gives -3.69 eV. For the relative energy (zero: lowest compared OMol25 entry of this formula, charge and spin), the calculation gives 0.000 eV. Its HOMO-LUMO gap is 0.2352 hartree. The net charge is -1. The value obtained for the LUMO energy is 2.71 eV. The largest force on an atom is 3.69 eV/A.

Record 2
The following is a DFT calculation (wB97M-V/def2-TZVPD) of a 2-piece molecular cluster, C2H10N2O overall.

Geometry as XYZ:
```
15
Properties=species:S:1:pos:R:3:forces:R:3:mulliken_charge:R:1
N 1.348151 1.204131 -1.941812 0.336 1.148 0.401 -0.562
C 0.371472 0.704560 -1.056920 -4.444 -0.142 1.406 -0.274
C 0.615661 -0.728400 -0.410680 0.009 3.376 2.325 -0.654
N -0.320654 -1.175078 0.685785 1.016 1.204 -0.704 -0.522
H 1.450924 0.604764 -2.694306 0.436 -1.194 -2.021 0.200
H 1.053948 2.123214 -2.293759 0.336 -0.629 0.224 0.254
H -0.869914 0.736139 -1.537530 3.319 -0.231 1.286 0.183
H 0.386718 1.472198 -0.251369 -0.650 -0.857 -0.055 0.222
H 0.721788 -1.460755 -1.104215 0.222 -2.080 -2.508 0.379
H 1.579130 -0.625624 0.102720 0.010 -0.060 -0.193 0.291
H 0.157654 -1.973270 1.065412 -0.053 -0.314 0.475 0.233
H -1.182452 -1.520799 0.323473 -0.674 -0.185 -0.519 0.236
O -2.060302 0.016727 3.237175 -0.269 -1.657 -0.875 -0.670
H -1.535115 -0.238156 2.457295 -0.137 -0.214 0.122 0.373
H -1.717013 0.860354 3.418728 0.542 1.833 0.634 0.310
```
Positions in Å, forces in eV/Å.

For the highest occupied orbital energy, the calculation gives -9.35 eV. For the relative energy (zero: lowest compared OMol25 entry of this formula, charge and spin), the calculation gives 1.252 eV. The SMILES is NCCN.O. Its HOMO-LUMO gap is 0.3782 hartree. The value obtained for the LUMO energy is 0.94 eV. The largest force on an atom is 4.66 eV/A.

Record 3
The following is a DFT calculation (wB97M-V/def2-TZVPD) of C41H50Ge2IrN3OS2 as an isolated structure.

Geometry as XYZ:
```
100
Properties=species:S:1:pos:R:3:forces:R:3:lowdin_spin:R:1
Ir 1.689115 0.349518 -0.707750 -1.061 1.242 1.830 -0.060
C 0.416092 2.989030 1.140675 0.102 -0.117 -0.183 0.001
N 1.535093 2.128377 0.772117 0.127 0.076 -0.728 -0.022
C 2.640654 2.282256 1.403446 0.257 0.042 0.083 0.000
C 3.739223 1.446648 1.096022 -0.139 0.117 0.228 0.002
C 5.025647 1.380310 1.620554 0.234 -0.161 -0.111 0.002
C 5.653637 0.326781 0.942826 -0.155 0.102 0.046 0.001
C 4.712160 -0.194160 0.047523 0.041 0.253 0.049 0.001
N 3.548437 0.476547 0.143740 0.413 0.291 0.054 -0.001
C -0.007894 3.972759 0.076413 0.041 0.092 0.052 0.000
C 0.854555 4.382828 -0.928809 -0.027 0.111 -0.010 0.000
C 0.433529 5.303644 -1.884745 -0.039 -0.056 0.062 0.000
C -0.846475 5.836664 -1.825540 0.014 -0.072 0.062 0.000
C -1.709608 5.439747 -0.807752 0.090 -0.003 0.036 0.000
C -1.291593 4.511071 0.132219 0.014 0.110 -0.014 0.000
H 0.674301 3.554029 2.044100 0.050 -0.054 0.075 -0.001
H -0.439817 2.368980 1.405518 0.019 0.029 -0.052 0.003
H 2.752083 3.047695 2.173548 -0.078 -0.046 0.064 -0.001
H 5.440855 2.030145 2.376862 -0.019 -0.041 -0.010 0.000
H 6.663954 -0.029304 1.072625 -0.017 0.003 -0.011 0.000
H 4.839214 -0.996027 -0.653624 0.051 -0.009 -0.042 0.000
H 1.854159 3.969808 -0.976547 -0.051 0.064 0.010 0.000
H 1.110375 5.591370 -2.680341 -0.007 0.002 0.019 0.000
H -1.175010 6.550856 -2.570321 -0.006 0.001 -0.008 0.000
H -2.715593 5.838994 -0.760354 0.006 -0.004 -0.001 0.000
H -1.973019 4.178112 0.909400 -0.003 -0.012 -0.039 0.000
C -1.657381 -3.471811 2.719995 0.116 -0.052 0.091 -0.001
Ge -2.661244 -2.124416 1.704724 0.446 -0.298 0.261 0.072
C -3.509430 -3.109680 0.263413 -0.119 0.020 -0.316 0.008
C -4.067537 -1.586618 2.954643 -0.234 0.200 0.092 0.032
Ge -1.185244 -0.236032 1.221758 -0.526 0.186 -0.251 0.421
C -1.449455 0.705867 2.951750 0.229 -0.008 0.305 0.087
C -0.640946 0.348032 4.036891 -0.100 0.073 0.064 0.016
C -0.836327 0.901377 5.298840 -0.030 -0.005 -0.104 -0.001
C -1.847973 1.831575 5.499232 0.002 -0.041 -0.034 0.010
C -2.648947 2.212103 4.429685 0.036 -0.029 -0.073 0.002
C -2.447180 1.659867 3.168989 0.091 0.039 0.102 0.021
C -2.204564 0.890245 -0.052417 -0.056 0.061 -0.288 0.063
C -3.601120 0.963837 -0.008564 0.026 -0.017 -0.108 0.016
C -4.310867 1.699707 -0.951842 0.067 0.009 0.013 0.003
C -3.638245 2.363774 -1.972673 0.051 -0.050 0.028 -0.001
C -2.254107 2.290553 -2.043950 -0.028 -0.118 0.080 0.000
C -1.555268 1.567092 -1.084670 -0.189 -0.129 0.036 0.002
H -2.344673 -4.211186 3.141787 0.020 0.033 -0.035 0.000
H -1.106926 -3.006145 3.540482 -0.017 -0.042 0.012 0.000
H -0.944539 -3.980749 2.070331 0.010 -0.019 0.016 0.000
H -4.023889 -3.963551 0.712598 -0.011 0.015 -0.072 0.002
H -2.764591 -3.473073 -0.444433 0.014 -0.035 -0.026 0.000
H -4.233886 -2.495996 -0.275055 0.013 -0.043 -0.015 0.000
H -4.635737 -2.481826 3.222465 -0.019 0.057 0.031 0.005
H -4.750814 -0.851721 2.523635 -0.010 -0.047 0.057 0.000
H -3.628794 -1.154349 3.855827 -0.029 -0.029 -0.018 0.000
H 0.159294 -0.372030 3.894299 -0.022 0.012 0.006 0.002
H -0.196996 0.608543 6.123400 -0.001 -0.007 -0.006 0.000
H -2.010524 2.258294 6.481344 0.009 0.015 -0.001 0.001
H -3.435568 2.943384 4.576547 0.003 0.001 -0.003 0.000
H -3.073690 1.984224 2.345302 -0.012 -0.029 0.006 0.002
H -4.151537 0.419806 0.752857 0.000 0.051 0.020 0.003
H -5.392133 1.745868 -0.895711 -0.014 -0.012 -0.006 0.000
H -4.194874 2.928915 -2.710880 0.000 -0.004 -0.005 0.000
H -1.712950 2.792501 -2.838305 -0.004 0.017 0.044 0.000
H -0.474838 1.487474 -1.132757 -0.070 0.165 -0.205 0.000
C 5.279946 0.574399 -4.637411 -0.095 0.072 -0.034 -0.002
O 4.291958 1.397419 -4.019318 0.059 0.122 -0.085 0.000
C 3.447247 0.827626 -3.154477 -0.106 -0.334 0.036 -0.002
S 2.371899 1.942019 -2.404032 0.272 -0.454 0.331 0.013
S 3.404949 -0.797145 -2.840142 0.714 -0.227 -0.852 -0.029
H 5.869175 1.251876 -5.249770 0.017 0.033 -0.022 0.000
H 4.815196 -0.195938 -5.250764 -0.019 -0.021 0.004 -0.001
H 5.901409 0.094178 -3.884178 0.008 -0.022 0.036 0.000
C -2.210128 -1.442679 -2.951358 -0.007 -0.011 0.028 0.002
C -0.811631 -1.954423 -3.315566 0.008 0.100 0.266 0.003
C 0.081451 -0.824695 -3.818960 -0.013 0.025 -0.041 0.001
C -0.278526 -2.850380 -2.191662 -0.153 -0.121 -0.187 0.023
C -0.616461 -4.197504 -2.334378 0.008 0.066 -0.022 -0.003
C -0.262742 -5.160406 -1.407755 0.042 0.128 0.015 0.026
C 0.509691 -4.770170 -0.327644 0.018 0.008 0.006 -0.003
C 0.896160 -3.447626 -0.133453 -0.081 -0.136 0.210 0.023
C 1.914189 -3.225186 0.978376 -0.068 0.087 0.042 0.003
C 3.293242 -3.139601 0.329952 0.128 -0.075 0.053 0.002
C 1.718944 -2.080279 1.978486 0.140 0.044 -0.055 0.021
C 0.446805 -2.455223 -1.038576 -0.116 0.243 0.188 0.011
N 0.728202 -1.119000 -0.789330 0.072 -1.053 -1.122 0.203
H -2.578391 -0.733947 -3.699343 0.025 -0.055 0.014 0.000
H -2.196642 -0.932289 -1.990258 0.003 0.082 0.054 0.000
H -2.916944 -2.271987 -2.877282 -0.025 -0.007 0.019 0.000
H -0.934953 -2.639870 -4.157932 -0.018 -0.006 -0.078 0.000
H 0.236527 -0.044034 -3.076657 -0.064 -0.057 -0.062 0.000
H -0.395259 -0.366925 -4.692247 0.019 -0.043 0.002 0.000
H 1.064736 -1.193009 -4.114283 -0.086 0.021 0.018 0.000
H -1.187141 -4.487010 -3.211263 0.007 0.004 0.009 -0.001
H -0.559333 -6.193943 -1.536996 0.007 0.009 -0.002 0.002
H 0.847044 -5.514635 0.385836 0.000 0.001 0.011 -0.001
H 1.885419 -4.144781 1.568017 -0.012 -0.072 0.044 0.000
H 3.334051 -2.266196 -0.314054 -0.042 -0.029 -0.072 0.000
H 3.495981 -4.024945 -0.277309 -0.011 0.004 0.012 0.000
H 4.078062 -3.044121 1.086599 -0.027 0.030 -0.036 0.000
H 0.700158 -2.049025 2.361107 -0.053 -0.065 0.029 0.015
H 2.398546 -2.235021 2.822989 -0.035 -0.035 -0.001 0.001
H 1.946597 -1.106056 1.543692 -0.020 -0.159 0.086 0.004
```
Positions in Å, forces in eV/Å.

For the highest occupied orbital energy (spin up / spin down), the calculation gives -3.64 / -3.80 eV. The expectation value of S² is 0.9068. Its HOMO-LUMO gap (spin up / spin down) is 0.2277 / 0.2125 hartree. The net charge is -1. Its spin multiplicity is 2. The value obtained for the LUMO energy (spin up / spin down) is 2.56 / 1.98 eV. The largest force on an atom is 2.45 eV/A.

Record 4
The following is a DFT calculation (wB97M-V/def2-TZVPD) of a 2-piece molecular cluster, C3H6O2 overall.

Geometry as XYZ:
```
11
Properties=species:S:1:pos:R:3:forces:R:3:mulliken_charge:R:1
C -1.367888 0.700861 -0.003042 1.785 -1.632 -2.365 -0.557
C -0.415989 1.527146 0.412397 -0.732 2.272 -1.289 -0.026
O 0.894382 1.578933 -0.126975 -0.602 -2.277 2.858 -0.476
H -2.240678 0.632230 0.516231 -2.533 0.531 1.312 0.279
H -1.372810 -0.059220 -0.862567 0.830 1.211 1.489 0.154
H -0.820289 2.482739 0.925966 1.323 -1.740 -0.032 0.253
H 1.269749 0.805815 0.456341 -0.340 1.878 -2.088 0.380
C 0.133373 -2.233273 -0.456699 2.164 2.197 1.405 -0.124
O 0.759970 -1.407171 0.223768 -1.595 -1.703 -1.670 -0.395
H -0.421560 -1.933409 -1.388549 0.239 -0.351 0.769 0.248
H 0.253797 -3.270656 -0.137702 -0.539 -0.386 -0.389 0.265
```
Positions in Å, forces in eV/Å.

For the highest occupied orbital energy, the calculation gives -9.31 eV. For the relative energy (zero: lowest compared OMol25 entry of this formula, charge and spin), the calculation gives 3.420 eV. The SMILES is C=CO.C=O. Its HOMO-LUMO gap is 0.3546 hartree. The value obtained for the LUMO energy is 0.34 eV. The largest force on an atom is 3.70 eV/A.

Record 5
The following is a DFT calculation (wB97M-V/def2-TZVPD) of a 2-piece molecular cluster, C9H14ClN2O7 overall.

Geometry as XYZ:
```
33
Properties=species:S:1:pos:R:3:forces:R:3:mulliken_charge:R:1
C -2.810533 -2.204052 0.422988 0.176 0.143 -0.045 -1.180
C -1.503827 -2.130404 -0.369653 -0.321 0.172 0.367 -0.290
C -1.333568 -0.787301 -1.066396 0.075 -0.345 0.065 -0.461
N -1.313508 0.321961 -0.113955 -0.091 0.089 -0.059 0.458
C -2.186734 1.385793 -0.111561 -0.174 0.418 0.275 -0.196
C -1.836908 2.192889 0.917078 0.079 -0.099 -0.029 -0.704
N -0.763447 1.619645 1.551226 -0.237 -0.532 -0.799 0.200
C -0.034610 2.209640 2.793840 0.146 -0.355 0.846 0.467
O -0.011567 1.422131 3.717944 -0.003 -0.518 0.245 -0.639
O 0.339141 3.333505 2.583397 0.236 1.253 -0.335 -0.641
C -0.451728 0.501297 0.904895 -0.065 0.005 0.067 0.159
O 0.538293 -0.328155 1.171778 0.036 0.168 -0.205 -0.365
C 1.869297 0.211921 0.813720 -0.034 -0.175 -0.088 0.044
C 2.805704 -0.939909 0.577214 0.388 0.003 0.130 -1.429
H -3.639798 -1.801626 -0.161352 -0.112 -0.099 -0.030 0.273
H -2.737527 -1.611803 1.334738 -0.052 0.027 0.058 0.271
H -3.039957 -3.228912 0.707356 -0.053 -0.037 0.028 0.388
H -0.673683 -2.271488 0.318915 0.160 -0.205 -0.132 0.213
H -1.486651 -2.919428 -1.119149 0.151 0.010 -0.119 0.460
H -2.193963 -0.618673 -1.711400 0.031 0.156 -0.106 0.463
H -0.430912 -0.756568 -1.666146 0.177 0.081 -0.100 -0.055
H -2.973832 1.529534 -0.827401 0.018 -0.272 -0.133 0.455
H -2.259593 3.117771 1.260916 0.054 0.063 -0.010 0.450
H 2.209430 0.857762 1.619645 -0.184 0.007 0.162 0.325
H 1.758949 0.787631 -0.102273 -0.001 0.111 -0.025 0.265
H 3.821426 -0.558304 0.684752 0.048 0.008 -0.091 0.425
H 2.692917 -1.738472 1.309095 -0.211 0.020 0.097 0.392
H 2.733080 -1.316821 -0.437190 -0.181 -0.125 0.007 0.303
O 1.321935 0.067304 -2.802937 -0.060 -0.012 0.006 -0.738
Cl 2.592046 0.752070 -3.009880 -0.177 -0.138 0.180 1.717
O 3.126855 0.388604 -4.294225 0.030 -0.001 -0.037 -0.697
O 3.497562 0.339134 -1.957778 0.120 0.136 -0.174 -0.663
O 2.375713 2.173322 -2.938198 0.029 0.042 -0.017 -0.672
```
Positions in Å, forces in eV/Å.

For the highest occupied orbital energy, the calculation gives -6.48 eV. Its HOMO-LUMO gap is 0.3415 hartree. The net charge is -1. The value obtained for the LUMO energy is 2.81 eV. The largest force on an atom is 1.32 eV/A.

Record 6
The following is a DFT calculation (wB97M-V/def2-TZVPD) of a 2-piece molecular cluster, H4IN2P overall.

Geometry as XYZ:
```
8
Properties=species:S:1:pos:R:3:forces:R:3:mulliken_charge:R:1
H -1.455812 1.046781 0.594236 -1.357 -1.828 3.228 0.277
N -1.276631 1.571530 -0.165447 1.203 2.417 -0.683 -0.363
P -1.009064 1.165631 -1.558458 0.021 -0.377 -2.474 0.248
I -2.309737 -0.930801 -2.067740 0.170 -0.175 -0.011 -0.173
N 1.450299 -0.532024 0.625834 -1.767 2.095 -0.031 -0.614
H 2.188153 -1.015248 0.267225 2.517 -1.546 -1.132 0.202
H 0.723973 -1.161456 0.803673 -1.315 -1.189 0.125 0.214
H 1.688818 -0.144413 1.500676 0.529 0.603 0.978 0.210
```
Positions in Å, forces in eV/Å.

For the highest occupied orbital energy, the calculation gives -9.38 eV. For the relative energy (zero: lowest compared OMol25 entry of this formula, charge and spin), the calculation gives 1.398 eV. The SMILES is [H]/N=P\I.N. Its HOMO-LUMO gap is 0.3238 hartree. The value obtained for the LUMO energy is -0.57 eV. The largest force on an atom is 3.95 eV/A.